{"formula": "C20H21BaClN2O2", "method": "ωB97M-V/def2-TZVPD", "symbols": ["C", "C", "H", "H", "H", "H", "H", "H", "C", "C", "C", "C", "H", "H", "H", "H", "N", "C", "C", "N", "C", "C", "C", "H", "H", "C", "H", "H", "Ba", "C", "H", "H", "H", "Cl", "C", "C", "C", "C", "C", "C", "C", "O", "O", "H", "H", "H", "H"], "coordinates": [[-2.121462, -3.133678, 0.447486], [-1.453284, -3.131058, 1.788027], [-2.388782, -2.112880, 0.159722], [-3.018066, -3.745271, 0.401123], [-1.433024, -3.518351, -0.309773], [-0.868352, -2.200333, 1.866025], [-2.161805, -3.191794, 2.616269], [-0.776582, -3.984433, 1.845618], [0.388195, 0.951271, -3.392524], [0.745988, 1.391078, -4.662581], [1.988313, 2.005402, -4.807476], [2.814765, 2.174386, -3.698180], [-0.595605, 0.532654, -3.167418], [0.061630, 1.243847, -5.491237], [2.294219, 2.388076, -5.769260], [3.706514, 2.792651, -3.710009], [1.259919, 0.955681, -2.372740], [2.477157, 1.538154, -2.495332], [3.363382, 1.456986, -1.301719], [2.824112, 0.934917, -0.172229], [3.569913, 0.780141, 0.935426], [5.506374, 1.623801, -0.187467], [4.936556, 1.049961, 0.953754], [3.036256, 0.411948, 1.815152], [5.516592, 0.806623, 1.845036], [4.692750, 1.914809, -1.284020], [5.047820, 2.489420, -2.131304], [6.564184, 1.869360, -0.201704], [0.239697, 0.790613, -0.075909], [1.292634, -2.293877, -0.732249], [2.016363, -2.542318, 0.057327], [1.777529, -1.844675, -1.611897], [0.633324, -3.134116, -0.983553], [-5.256871, -2.744668, 3.348842], [-4.684034, -1.173582, 2.942852], [-4.058150, -0.372084, 3.918335], [-3.314532, 0.743719, 3.509393], [-3.258774, 1.095437, 2.150751], [-4.044074, 0.402521, 1.221117], [-4.790219, -0.708073, 1.618194], [-2.327137, 2.216928, 1.733045], [-2.140893, 3.158162, 2.500191], [-1.753442, 2.006778, 0.580333], [-4.115968, -0.663866, 4.963075], [-2.749876, 1.310402, 4.258338], [-4.040643, 0.711726, 0.177448], [-5.402608, -1.252394, 0.905701]], "forces_ev_per_a": [[-0.1871, 0.0858, -0.9432], [0.3800, 0.1504, 0.3997], [-0.1628, -0.1210, -0.1083], [-0.1846, -0.0815, 0.1257], [-0.1192, 0.2032, 0.0173], [0.0188, -0.4689, 0.2751], [0.0383, 0.1307, -0.0009], [0.0997, 0.1208, 0.2762], [0.8845, -0.1108, 0.1474], [0.0368, -0.1488, 0.2587], [-0.1644, 0.1508, 0.3821], [0.0857, -0.3472, 0.5497], [0.2141, 0.0339, -0.2125], [0.1581, 0.1661, 0.0515], [-0.0002, 0.1065, -0.0507], [-0.0249, -0.2664, -0.4288], [0.5934, 0.6289, -1.1361], [-1.0256, 0.0173, -0.7030], [0.6352, 0.2041, 1.2810], [1.2131, 0.3681, -0.2325], [0.0171, 0.1290, -0.8560], [-0.4971, 0.1056, 0.2029], [-0.1276, -0.1183, -0.1390], [0.2631, -0.0098, -0.2114], [-0.0946, 0.1875, -0.3400], [-0.4498, -0.3560, -0.1300], [0.3125, -0.3050, 0.0652], [-0.1850, 0.0577, -0.0255], [-1.3568, -1.6439, 1.2936], [-0.5062, 1.2959, 0.3985], [-0.0816, -0.0827, -0.3194], [0.1081, -0.4502, 0.0730], [0.3124, 0.2217, 0.0023], [-0.3861, -0.1525, 0.1521], [0.3487, 1.5000, -0.3174], [0.1682, -0.3371, -0.7480], [-0.4246, -0.3607, -0.0632], [-0.1784, -0.0690, 0.4247], [0.0434, -0.1582, 0.4409], [0.4025, -0.2359, 0.5000], [0.0421, 0.0065, -0.1452], [0.1520, -0.4083, -0.5311], [-0.4532, 0.5262, 0.6461], [0.1876, -0.0350, -0.1716], [-0.2907, -0.0770, -0.4600], [-0.0221, -0.0199, 0.2407], [0.2071, -0.0328, 0.0695]], "e_homo_ev": -5.48, "homo_lumo_gap_ev": 4.15, "e_lumo_ev": -1.325, "de_lowest_ev": 0.512, "e_tot_ha": -1520.3620, "multiplicity": 1, "mol_weight_g_mol": 494.18}